Density functional theory data (ωB97M-V/def2-TZVPD) for C52H47AsFeGeO5PS3Sb as an isolated structure.

Geometry (Å):
1 Sb -0.85 3.69 -1.39
2 As -3.74 -3.93 1.70
3 Ge 2.67 2.37 -0.25
4 Fe 1.26 0.46 0.28
5 S -1.73 2.95 -3.37
6 S -0.51 1.68 -0.05
7 S 2.11 0.63 -1.67
8 P -0.87 -1.03 -0.44
9 O 3.13 0.00 0.91
10 O 1.09 -1.59 0.61
11 O 1.06 -3.49 1.75
12 O 4.50 -1.45 1.89
13 O 0.97 0.76 2.35
14 C -1.60 -7.25 0.15
15 C -3.15 -0.41 -2.11
16 C -3.91 -7.54 -0.42
17 C -3.17 0.38 0.14
18 C 0.73 4.71 2.88
19 C -4.31 0.32 -2.36
20 C 2.09 0.77 3.25
21 C 2.00 4.72 -3.80
22 C -4.74 -3.45 -1.06
23 C -5.81 -2.21 0.68
24 C 2.43 3.90 -1.57
25 C 5.45 2.00 0.82
26 C 0.27 -0.30 3.00
27 C -3.20 -5.56 0.77
28 C 0.59 -2.97 -3.73
29 C 1.00 3.72 1.95
30 C -5.54 -2.81 -2.00
31 C -2.23 -2.67 1.42
32 C 6.82 2.10 0.78
33 C -6.61 -1.57 -0.25
34 C 1.29 -1.46 2.99
35 C -1.90 -6.04 0.76
36 C 2.09 3.68 -2.89
37 C -2.60 -8.00 -0.45
38 C 1.43 0.98 4.62
39 C 7.46 2.59 -0.35
40 C 0.42 -2.02 -4.72
41 C -0.24 -1.43 -2.10
42 C 6.70 2.95 -1.45
43 C -1.51 -2.72 0.09
44 C -6.47 -1.87 -1.59
45 C -0.35 -0.46 -3.09
46 C 2.26 3.51 1.43
47 C -4.33 1.08 -0.09
48 C 0.28 -2.68 -2.41
49 C 0.10 0.23 4.42
50 C -4.87 -3.15 0.29
51 C 1.16 -2.27 1.68
52 C 1.76 5.54 3.30
53 C 2.73 5.20 -1.18
54 C -4.20 -6.34 0.20
55 C 5.32 2.83 -1.41
56 C 2.64 6.25 -2.08
57 C -0.03 -0.76 -4.40
58 C 3.29 4.33 1.90
59 C 2.26 6.02 -3.39
60 C -4.89 1.08 -1.36
61 C -2.54 -0.34 -0.87
62 C 3.51 -0.75 1.87
63 C 2.61 -0.66 3.14
64 C 4.67 2.36 -0.27
65 C 3.04 5.33 2.82
66 H 7.18 3.34 -2.33
67 H -0.70 0.54 -2.83
68 H 0.95 -3.96 -3.98
69 H 2.86 7.26 -1.75
70 H 1.55 6.34 4.00
71 H -1.11 -5.48 1.24
72 H 3.20 -0.98 4.00
73 H -4.77 1.66 0.71
74 H -4.74 0.31 -3.35
75 H -2.73 -1.00 -2.91
76 H -1.51 -2.81 2.24
77 H 4.96 1.61 1.71
78 H 2.80 1.54 2.97
79 H 0.65 -2.26 -5.75
80 H 3.02 5.41 -0.17
81 H -4.70 -8.12 -0.87
82 H -0.74 0.92 4.47
83 H 0.45 -3.41 -1.64
84 H 7.41 1.81 1.65
85 H -0.58 -7.61 0.14
86 H 1.14 -2.15 3.82
87 H 4.73 3.12 -2.27
88 H 1.72 4.51 -4.82
89 H -2.70 -1.69 1.57
90 H 2.17 6.83 -4.10
91 H -4.04 -4.20 -1.39
92 H -7.35 -0.85 0.07
93 H 4.29 4.20 1.52
94 H -0.27 4.85 3.25
95 H -2.69 0.45 1.11
96 H -2.17 -3.01 -0.73
97 H 1.87 2.66 -3.21
98 H -5.23 -5.98 0.23
99 H -0.67 -3.41 0.14
100 H -5.43 -3.05 -3.04
101 H -5.77 1.68 -1.56
102 H -0.66 -0.51 2.46
103 H -5.92 -1.98 1.74
104 H 2.04 0.56 5.42
105 H -2.37 -8.94 -0.93
106 H 3.85 5.97 3.15
107 H 1.27 2.04 4.83
108 H 0.19 3.08 1.64
109 H -0.05 -0.57 5.14
110 H -7.08 -1.37 -2.33
111 H 8.53 2.68 -0.37
112 H -0.15 0.01 -5.15

Summary:
Orbital gap (spin up / spin down) = 0.217 / 0.202 Eh
Spin multiplicity = 6
⟨S²⟩ = 8.8132
Charge = -1


Density functional theory data (ωB97M-V/def2-TZVPD) for a 3-piece molecular cluster, C3H14NO3 overall.

Geometry (Å):
1 O 0.58 -0.90 6.10
2 O 2.91 -0.98 -0.20
3 O -0.62 1.59 -0.70
4 N 0.13 -0.84 -0.31
5 C -0.76 0.90 -1.94
6 C -0.92 -0.58 -1.42
7 C -2.03 1.19 -2.75
8 H -2.78 0.44 -2.56
9 H -1.82 1.34 -3.79
10 H 0.38 -1.39 6.91
11 H -1.39 2.20 -0.66
12 H 0.22 1.07 -2.44
13 H 3.62 -0.47 0.22
14 H -0.28 -1.03 0.62
15 H 0.78 -0.08 -0.07
16 H 0.73 0.06 6.27
17 H 3.21 -1.28 -1.06
18 H -1.86 -0.86 -0.93
19 H -0.74 -1.24 -2.27
20 H 0.68 -1.64 -0.64
21 H -2.51 2.07 -2.25

Summary:
Orbital gap (spin up / spin down) = 0.450 / 0.069 Eh
Spin multiplicity = 2
⟨S²⟩ = 0.7558
Charge = +2


Density functional theory data (ωB97M-V/def2-TZVPD) for C5H13N2O as an isolated structure.

Geometry (Å):
1 O -0.78 -0.33 0.16
2 N 1.92 -1.38 -0.31
3 N 2.66 1.20 0.47
4 C -3.92 1.22 -1.11
5 C 2.14 2.18 1.39
6 C -3.52 -0.06 -0.70
7 C 0.83 -2.05 0.33
8 C 0.01 -1.18 -0.47
9 H 0.76 -1.85 1.40
10 H 2.31 3.16 0.88
11 H -0.23 -1.36 -1.56
12 H -4.27 -0.87 -0.51
13 H -4.90 1.44 -1.42
14 H 2.74 2.06 2.34
15 H 2.39 0.32 0.12
16 H 1.07 2.03 1.58
17 H -2.51 -0.21 -0.35
18 H 0.70 -3.10 0.10
19 H 2.52 -2.04 -0.82
20 H 3.53 1.63 0.15
21 H -3.24 2.01 -0.89

Summary:
Orbital gap = 0.103 Eh
Charge = +1


Density functional theory data (ωB97M-V/def2-TZVPD) for a 2-piece molecular cluster, C2H6OS overall.

Geometry (Å):
1 S 1.43 -0.42 -1.85
2 O -1.03 0.19 2.67
3 C -0.35 -0.20 -2.19
4 C -0.14 0.77 3.22
5 H 1.53 -1.71 -2.17
6 H -0.89 -0.29 -1.25
7 H 0.89 0.70 2.82
8 H -0.66 -1.01 -2.84
9 H -0.52 0.77 -2.63
10 H -0.26 1.21 4.23

Summary:
Orbital gap = 0.362 Eh
Charge = 0


Calculated energy in order - -265000.6236, -10949.4717, -10407.7293, -15052.7606 eV